Computed, not measured: an isolated molecule of C7H14ClN, with ωB97M-V/def2-TZVPD.

## Properties
Net charge: 0
HOMO level (alpha / beta), eV: -4.634 / -9.943
Multiplicity: 3
Orbital gap (alpha / beta), eV: 5.39 / 8.21
Expectation value of S²: 2.020

Last column: Mulliken spin population.
Atoms and positions in Å:
C -2.84738 -1.54753 0.74655  0.20
C -1.85476 -1.26639 -0.06668  -0.03
C 1.92613 0.65902 1.33670  0.01
C 0.85948 -0.99156 -0.79114  0.00
C 0.47182 1.24423 -1.59186  0.02
C 0.46331 0.88808 0.97446  0.02
C 0.14278 0.30441 -0.43292  0.04
N -1.36059 -0.02445 -0.53391  0.85
Cl -2.33944 1.33474 -0.15158  0.87
H -3.04874 -2.54761 0.97438  0.00
H -3.17731 -0.74649 1.39243  0.01
H -1.39261 -2.05165 -0.64655  0.01
H 2.57726 1.00852 0.56809  0.00
H 2.01559 1.29621 2.15446  0.00
H 2.09579 -0.35946 1.48743  0.00
H 0.72081 -1.65571 0.00403  0.00
H 0.54853 -1.23023 -1.84196  0.00
H 2.01551 -0.95065 -0.84585  -0.01
H 0.19472 2.20372 -1.53195  0.00
H 1.60826 1.15251 -1.71202  0.00
H 0.03984 0.90329 -2.51409  0.00
H 0.01541 0.42588 1.87418  0.00
H 0.32560 1.95110 1.14782  0.00

Computed, not measured: a cluster of 2 separate species, C3H7O3 in total, with ωB97M-V/def2-TZVPD.

## Properties
Energy above the lowest of the compared OMol25 structures with the same formula, charge and spin, kJ/mol: 70.4
Net charge: -1
HOMO level, eV: -4.714
Orbital gap, eV: 8.98

Last column: natural (NBO) charge in e.
Atoms and positions in Å:
C -0.40684 0.51924 -0.57761  -0.08
O -0.38514 -0.81283 -1.06332  -0.81
C 0.31852 1.38056 -1.60368  -0.62
H -1.42660 0.87586 -0.36889  0.13
H 0.18050 0.52888 0.35553  0.21
H -0.25546 -1.39247 -0.20352  0.51
H -0.13979 1.34523 -2.59823  0.18
H 0.44501 2.43192 -1.31573  0.18
H 1.33772 0.94795 -1.70551  0.20
O 0.05159 -0.20476 2.43458  -0.75
C 0.07888 -1.45334 2.29237  0.63
O -0.11949 -2.08137 1.17843  -0.81
H 0.32109 -2.08487 3.17558  0.03

Computed, not measured: a cluster of 5 separate species, C3H16NO4 in total, with ωB97M-V/def2-TZVPD.

## Properties
Energy above the lowest of the compared OMol25 structures with the same formula, charge and spin, kJ/mol: 52.4
Net charge: +1
HOMO level, eV: -14.942
Orbital gap, eV: 11.54

Last column: natural (NBO) charge in e.
Atoms and positions in Å:
C -1.21292 1.83434 -1.14980  -0.62
C -2.20022 1.61262 -0.03144  -0.24
C -2.76680 -0.56374 0.90307  0.10
N -1.91782 0.33220 0.63148  -0.41
H -0.18735 1.85895 -0.78201  0.22
H -1.27741 1.01943 -1.88244  0.21
H -1.42050 2.75877 -1.68612  0.25
H -2.02052 2.36020 0.73558  0.23
H -3.24991 1.66161 -0.29746  0.22
H -2.37998 -1.47601 1.32167  0.23
H -3.83700 -0.43392 0.78253  0.20
H -0.88816 -0.09894 0.57941  0.47
H 5.42963 0.32545 1.23354  0.50
H 5.19896 0.98298 -0.10461  0.48
O 5.02309 0.15629 0.37464  -0.95
H -1.37677 -3.89069 -0.35794  0.50
H -1.68190 -2.65934 -1.29123  0.49
O -1.43581 -2.93045 -0.40174  -0.98
H 2.60212 1.08710 -1.42580  0.49
H 3.31085 0.34262 -0.27925  0.52
O 2.42326 0.59122 -0.61791  -0.99
H 0.52333 -1.52922 0.30746  0.51
H 1.18619 -0.14292 0.22180  0.53
O 0.44492 -0.63350 0.66793  -0.95

Number 1: largest force on an atom 7.62 eV/A, E -21492.088 eV. Number 2: largest force on an atom 2.40 eV/A, E -9368.429 eV. Number 3: largest force on an atom 1.57 eV/A, E -13044.593 eV.